# 1
C25H29BCl2N as an isolated structure, computed with ωB97M-V with the def2-TZVPD basis set.

Geometry as ORCA input:
```
! RIJCOSX wB97M-V def2-TZVPD def2/J DEFGRID3
* xyz 1 1
H 0.268 0.994 4.498
H 0.846 -3.082 -0.270
B -1.550 0.294 1.834
C -2.311 -3.053 -6.165
C 4.984 -0.655 -0.034
C -2.272 1.919 2.999
C 0.266 -1.863 -1.934
H 0.668 -1.093 -2.606
H 1.614 1.886 2.513
H -3.258 -3.593 -2.918
H 0.521 3.877 2.689
C -1.292 4.402 3.807
H 0.243 -1.577 -4.460
C 1.005 0.974 2.442
C -1.118 2.475 -0.331
H -2.620 0.897 2.638
C -1.420 -2.629 -3.534
H -3.206 4.609 4.810
H 1.487 0.285 1.738
H -0.908 5.373 4.122
Cl 6.551 -0.042 0.313
C -3.075 2.732 3.792
C -0.486 3.564 3.002
H -0.524 -1.984 -6.778
C 0.975 -2.052 -0.635
C -2.567 3.976 4.188
H 2.073 0.247 -1.579
H 4.390 1.094 -1.162
H -1.735 1.657 -0.712
H 0.626 1.203 -0.071
C -2.666 -3.261 -3.778
C -3.104 -3.479 -5.082
H -4.065 2.365 4.070
C 4.601 -1.916 0.453
H -4.048 -3.988 -5.270
C 3.304 -2.370 0.223
Cl -2.806 -3.374 -7.759
C 0.837 0.356 3.813
H 1.838 0.232 4.234
H 0.372 -0.633 3.773
C 0.071 1.983 0.465
C 2.407 -1.603 -0.516
H -1.749 3.170 0.234
C -1.019 2.351 2.632
H 0.753 2.817 0.680
H 5.304 -2.501 1.039
H -0.723 3.019 -1.194
N -0.282 1.389 1.795
C 4.089 0.116 -0.794
C -1.120 -2.344 -5.944
C -0.873 -2.532 -2.202
C 2.792 -0.365 -1.025
H -1.277 -0.628 2.527
H 2.968 -3.318 0.648
H -1.421 -3.034 -1.389
C -0.690 -2.114 -4.638
H -2.098 0.255 0.785
H 0.425 -1.427 0.025
*
```

Calculated values
**Kohn-Sham gap**: 7.01 eV
**HOMO level**: -10.030 eV

***

# 2
C25H29BaBrN6OS2 as an isolated structure, computed with ωB97M-V with the def2-TZVPD basis set.

Geometry as ORCA input:
```
! RIJCOSX wB97M-V def2-TZVPD def2/J DEFGRID3
* xyz 0 1
H -2.672 -2.616 1.382
H 0.391 -3.592 -3.767
C 1.780 1.908 2.892
H -0.168 5.544 2.850
O -0.438 2.210 -1.325
H -3.834 0.322 -3.562
H 0.436 -1.992 -4.473
C -0.713 -2.142 -2.646
H -5.036 -1.137 -0.916
C -0.430 4.408 1.194
C -3.521 0.391 -2.521
C -0.082 -4.095 -1.222
H 6.508 0.705 0.372
C -2.940 -1.588 -1.048
H -0.470 -4.714 -0.422
C -2.037 -2.589 -0.667
N -0.254 1.370 5.650
H 0.920 -3.761 -0.953
H 0.848 6.867 1.288
H -0.107 -0.121 -4.294
C 3.816 -0.443 -1.326
H -0.751 7.210 0.576
C -1.506 -1.024 -2.918
N 3.271 -1.242 -0.422
H -2.960 1.320 -2.399
H 5.497 -0.831 2.054
H 0.004 -4.726 -2.105
C -2.653 -0.781 -2.150
C 1.009 0.931 3.477
H -4.408 0.465 -1.903
C 5.608 0.148 0.156
C 3.872 -1.376 0.752
N 1.822 4.301 3.750
H 0.685 7.062 -0.464
C 0.352 1.194 4.689
C 1.830 3.189 3.440
H -0.858 4.014 3.109
C -0.026 4.604 -1.019
H -4.488 -2.326 0.240
H -1.359 0.956 -3.719
S 0.634 -0.616 2.812
C -4.211 -1.403 -0.261
C -1.160 -0.067 -4.029
H 0.947 4.628 -1.512
H -1.243 -3.567 1.068
C 0.441 -2.530 -3.531
C -0.400 3.182 -0.589
N -0.022 5.273 0.255
H -2.826 -4.179 0.573
C 0.197 6.683 0.430
H 3.306 -0.380 -2.282
C -0.971 -2.916 -1.507
H -1.755 -0.272 -4.921
N -0.663 4.758 2.457
C 4.979 0.270 -1.073
Ba 0.207 0.519 0.138
Br 5.682 1.435 -2.391
S 2.567 1.829 1.352
C -2.209 -3.284 0.659
H -4.103 -0.620 0.492
H 1.388 -2.348 -3.018
C 5.045 -0.711 1.082
H 3.390 -2.042 1.457
H -0.788 5.010 -1.694
N -0.655 3.180 0.723
*
```

Calculated values
**Kohn-Sham gap**: 6.52 eV
**HOMO level**: -6.610 eV

***

# 3
A 7-piece molecular cluster, C25H29F3N4O9 overall, computed with ωB97M-V with the def2-TZVPD basis set.

Geometry as ORCA input:
```
! RIJCOSX wB97M-V def2-TZVPD def2/J DEFGRID3
* xyz 0 1
C -1.657 4.160 -1.706
H 1.770 4.037 3.399
C -0.579 3.803 -2.704
H 6.397 1.124 2.022
C -1.398 0.284 -1.681
H -4.435 -2.001 1.680
C -3.959 -2.366 0.801
H 0.528 2.041 2.343
C 0.810 1.645 5.514
H -2.115 -0.052 -7.301
H 0.720 1.090 6.426
C 1.897 -4.510 3.410
O -0.984 4.488 -3.915
H -2.893 -4.131 1.688
H -2.793 -2.457 -2.191
H 5.161 3.423 1.698
H 1.845 3.545 6.043
H 0.394 -0.570 0.564
H -0.761 -0.846 -5.113
C 3.375 0.915 1.517
C 0.539 -2.722 3.881
C -0.898 -1.392 -6.019
C 1.388 2.939 5.288
H 0.404 4.211 -2.537
O -0.638 -0.616 -1.159
H -0.173 -2.025 4.235
C 0.814 -4.118 4.101
O 4.600 0.440 1.953
H -4.495 -0.987 -0.769
N -3.149 -2.661 -1.260
C -3.149 -3.506 0.823
C -1.512 -0.950 -7.164
H 0.334 -3.188 -5.728
C -3.915 -1.821 -0.440
H 3.157 -3.461 2.135
C -0.744 -3.071 -7.535
F -0.667 1.786 0.823
C -2.341 4.673 -3.880
C 1.442 3.163 3.945
C 4.635 2.696 2.290
H 0.248 -4.737 4.753
H 2.326 -5.489 3.541
O -2.724 4.418 -2.601
O 2.449 0.240 1.031
F 5.522 1.164 3.836
C 0.449 1.198 4.280
N 2.377 -3.437 2.757
N -0.317 -2.659 -6.301
C -2.675 -3.711 -0.427
C -1.390 -1.984 -8.094
F -1.368 5.372 -1.113
C 5.420 1.412 2.456
H -1.842 -2.031 -9.064
O -1.983 0.985 -0.672
H -2.053 3.409 -0.976
O 3.402 2.235 1.710
C 1.522 -2.346 2.979
H -0.501 -4.103 -7.873
H 0.142 0.252 3.875
H -2.271 0.667 1.238
C -0.683 -0.573 0.288
C -1.403 0.660 0.603
H -1.966 -4.514 -0.730
O -1.632 0.474 -2.863
H -0.563 2.760 -2.987
H -1.224 -1.436 0.687
N 0.789 2.125 3.308
O -3.051 4.937 -4.790
H 1.704 -1.421 2.418
H 4.344 3.118 3.249
*
```

Calculated values
**Kohn-Sham gap**: 8.20 eV
**SMILES**: O=C1OC[C@@H](F)O1.O=C1OC[C@@H](F)O1.O=C1OC[C@@H](F)O1.c1cc[nH]c1.c1cc[nH]c1.c1cc[nH]c1.c1cc[nH]c1
**HOMO level**: -8.036 eV

***

# 4
A 6-piece molecular cluster, C25H29F7N2O20 overall, computed with ωB97M-V with the def2-TZVPD basis set.

Geometry as ORCA input:
```
! RIJCOSX wB97M-V def2-TZVPD def2/J DEFGRID3
* xyz 0 1
H -4.193 -2.385 1.973
C -5.015 -0.504 0.075
H -5.916 -1.468 7.108
O -5.220 -1.831 0.265
F 5.493 2.273 -4.763
O 4.412 0.360 -4.266
C 3.345 -1.745 1.184
C 1.926 0.203 0.834
H -5.906 -2.818 1.964
O -4.990 0.173 1.260
H 3.681 1.853 -7.020
H -7.155 -0.366 6.480
H 4.864 -2.305 -3.113
C -1.916 6.319 0.645
H -3.043 0.729 -1.313
C -3.422 4.796 0.049
C 4.850 1.214 -5.308
O 1.426 -1.481 3.294
C 5.239 -0.419 0.303
O -8.363 -2.595 5.356
N 6.904 1.321 -0.495
C 3.241 -0.196 -4.701
O 2.741 0.478 -5.767
H 3.936 -3.907 1.034
C 5.631 0.628 -0.767
N 1.966 -1.212 1.053
C 3.562 1.630 -5.961
H 4.829 1.361 -0.998
C 4.293 -1.627 -0.077
O -1.183 0.507 -3.366
H 2.449 -1.800 -1.315
C -2.117 1.296 -1.438
H 0.003 0.833 -1.718
F -4.937 -0.496 3.414
C -1.785 1.704 -3.620
H 7.677 0.664 -0.572
F -3.632 3.473 0.266
H 6.225 -0.916 0.500
C 4.045 -2.685 -2.467
H -7.414 -3.387 7.001
F -8.766 -1.991 7.489
C -0.990 0.458 -1.963
C 1.138 -1.511 2.181
O 2.133 1.013 1.619
H -2.988 5.144 -2.047
C -7.802 -2.430 6.645
C -5.543 -0.712 2.223
H 3.104 2.490 -5.469
O 2.733 -1.151 -4.210
C -6.754 -1.379 6.418
O -2.287 2.262 -2.483
O -1.812 6.224 -0.708
C -7.371 -2.299 4.472
O -6.344 -1.647 5.075
F 1.567 0.646 -0.408
H -1.873 1.779 -0.492
H -1.741 4.219 -1.196
H -6.613 -0.527 2.317
H 2.211 -3.584 0.796
H 5.006 -2.471 -0.009
H 5.801 0.059 -1.710
C -5.193 -2.058 1.678
H 2.975 -3.502 2.477
O -4.878 0.010 -0.991
F -0.139 -1.842 1.856
C -2.474 5.019 -1.096
H -4.382 5.306 -0.053
C 4.310 -1.078 2.240
O 4.888 0.032 1.627
F -1.103 -0.830 -1.552
H 3.198 -2.876 -3.141
H 5.534 0.670 -5.964
O 4.372 -3.954 -1.877
O -1.388 7.153 1.301
O -2.716 5.331 1.152
H 5.301 -3.875 -1.615
O -7.403 -2.584 3.315
H 3.598 -0.639 -1.959
O 4.508 -1.483 3.308
O -1.857 2.202 -4.696
C 3.539 -1.614 -1.432
C 3.096 -3.291 1.397
H 6.870 1.643 0.475
*
```

Calculated values
**Kohn-Sham gap**: 10.08 eV
**SMILES**: C[C@@]1(N(C(=O)F)C(=O)F)C(=O)O[C@H](CN)[C@@H]1CCO.O=C1OC[C@@H](F)O1.O=C1OC[C@@H](F)O1.O=C1OC[C@@H](F)O1.O=C1OC[C@@H](F)O1.O=C1OC[C@@H](F)O1
**HOMO level**: -9.809 eV

***

# 5
The molecule C25H29FN2O2, computed with ωB97M-V with the def2-TZVPD basis set.

Geometry as ORCA input:
```
! RIJCOSX wB97M-V def2-TZVPD def2/J DEFGRID3
* xyz 0 1
F 5.421 0.990 2.545
H 2.994 0.196 -0.821
H 5.415 -1.726 1.058
C -1.108 2.759 -0.285
H -0.863 0.095 -1.843
H -7.519 0.595 2.414
C 1.301 -2.644 0.198
C 5.743 1.208 1.249
C -0.324 -0.760 -1.438
C -7.200 -0.301 0.462
C 1.579 -1.143 0.127
C -2.269 3.460 -0.565
H 2.417 -4.438 0.660
H 6.654 3.079 1.704
H 0.371 -1.118 -2.197
O 0.753 1.080 1.442
H -2.477 -0.204 0.616
H -7.312 -1.009 -1.568
H 2.526 -1.187 -1.828
C 6.764 2.597 -0.394
H -8.868 -0.939 -0.736
C 4.672 -1.002 0.704
H 4.014 -0.768 1.554
C -3.503 2.853 -0.425
H -6.507 -1.586 1.768
C 3.718 -3.012 -0.311
H 1.838 -0.780 1.129
H 4.640 -3.508 0.000
C 0.080 0.709 0.496
C -5.924 0.387 0.272
C -7.921 -0.426 -0.883
C -1.177 1.431 0.121
C -8.048 0.495 1.468
C 6.445 1.660 -1.361
H -8.987 -0.026 1.642
H -1.044 -1.554 -1.220
C -2.413 0.819 0.275
H 5.519 -0.235 -1.762
H -8.100 0.557 -1.309
C 5.399 0.255 0.299
C 5.771 0.501 -1.016
H 1.013 -3.021 -0.787
H -8.256 1.489 1.081
O -6.981 -1.626 0.930
H 6.722 1.831 -2.390
C -4.840 0.898 0.160
H 2.835 -3.044 1.661
H 0.483 -2.841 0.894
N 3.974 -1.591 -0.424
H 3.463 -3.374 -1.314
H -4.412 3.396 -0.638
N 0.408 -0.371 -0.256
C 2.574 -3.358 0.649
H -2.211 4.489 -0.888
H -0.143 3.233 -0.379
C 6.415 2.372 0.926
H 7.288 3.502 -0.662
C 2.775 -0.873 -0.808
C -3.582 1.528 0.004
*
```

Calculated values
**Kohn-Sham gap**: 8.92 eV
**SMILES**: CN(C(=O)c1cccc(C#CC(C)(C)O)c1)[C@H]1CCCN(Cc2ccccc2F)C1
**HOMO level**: -8.311 eV

***

# 6
C25H29FeN3P2 as an isolated structure, computed with ωB97M-V with the def2-TZVPD basis set.

Geometry as ORCA input:
```
! RIJCOSX wB97M-V def2-TZVPD def2/J DEFGRID3
* xyz 1 6
C -0.259 4.289 -2.508
C 0.287 -2.618 -1.576
C 2.767 -2.359 -1.911
C -4.122 -0.311 0.114
C 2.555 1.890 -1.874
H 1.690 0.539 1.704
C -1.222 2.147 -1.881
H 0.383 -3.006 2.264
H 0.731 -4.308 1.079
C 1.204 2.442 -1.933
C 2.673 0.325 4.226
H -2.222 -0.804 2.559
C -1.228 -0.556 2.942
N -0.287 -0.136 2.040
H 2.815 -3.447 -1.980
C 0.082 1.642 -1.626
H -2.413 0.389 -2.389
H 0.633 -0.463 5.780
C 0.976 0.190 2.456
H -1.696 -1.012 4.973
H -3.365 1.827 -1.911
Fe -0.657 -0.316 0.228
H -0.475 -2.339 -2.321
H 4.751 0.409 -2.134
H -1.977 2.820 0.807
C 3.861 -0.209 -2.003
C 2.625 0.433 -1.813
H 1.899 4.403 -2.492
C 1.535 -1.754 -1.680
C 1.020 3.780 -2.321
C 1.472 -0.336 -1.540
H -2.727 1.826 2.078
P -2.577 0.619 0.002
C 0.697 -3.220 1.233
H 3.793 2.836 -0.211
H -2.316 -3.557 1.166
C -1.370 3.467 -2.298
C -2.784 2.108 1.019
H 3.343 2.503 -0.803
H -4.432 -0.350 1.166
N 0.299 0.337 -1.128
H -0.404 5.319 -2.828
H 4.892 -2.093 -2.154
H 0.539 -3.679 -1.702
N 3.765 0.548 4.586
H -3.973 -1.337 -0.249
H 1.698 -2.796 1.084
H -2.379 3.857 -2.452
C 0.362 -0.376 4.728
C -0.919 -0.675 4.288
C 1.319 0.044 3.798
P -0.492 -2.465 0.083
H -1.687 -4.539 -0.199
H -4.900 0.184 -0.483
H -2.744 -3.116 -0.513
C -1.953 -3.524 0.129
H -3.753 2.580 0.814
H 3.178 2.282 -2.689
C -2.445 1.262 -1.717
C 3.934 -1.596 -2.029
*
```

Calculated values
**Kohn-Sham gap (spin up / spin down)**: 5.26 / 6.70 eV
**Expectation value of S²**: 8.795
**HOMO level (spin up / spin down)**: -8.821 / -10.416 eV

***

# 7
The molecule C25H29N3O3, computed with ωB97M-V with the def2-TZVPD basis set.

Geometry as ORCA input:
```
! RIJCOSX wB97M-V def2-TZVPD def2/J DEFGRID3
* xyz 0 1
H -6.157 0.916 1.345
H 2.567 0.297 -0.845
H 4.709 1.947 2.819
H 3.517 3.926 -0.380
O -4.746 -1.203 2.129
H 1.362 -0.643 -1.719
H 3.995 3.525 2.431
H 5.817 0.143 -2.624
H -0.014 -0.195 2.752
H -6.966 3.194 0.708
H 4.388 2.466 -2.482
C 2.297 -1.674 -0.054
C -0.603 -1.865 -0.118
C -6.775 0.057 -0.520
C 3.990 2.966 -0.344
C -7.765 1.425 -2.044
C 3.957 2.456 2.213
C -6.618 1.102 0.387
H -8.029 3.493 -1.531
O 4.879 1.082 0.423
C -6.277 -1.327 -0.187
H 3.087 -2.088 -2.694
H 1.804 2.431 1.983
H -2.498 -0.239 2.809
C 4.975 1.054 -0.927
O 1.467 -1.185 0.993
H 1.940 -2.658 -0.392
H -8.216 1.500 -3.025
C -2.682 -1.278 0.957
C 4.447 2.200 -1.446
H -0.101 -2.350 -0.940
C 0.118 -1.250 0.903
H -6.642 -1.627 0.799
N -7.332 0.221 -1.711
H 6.475 -0.446 -1.085
H 5.694 -2.299 -0.145
H 4.411 -3.218 -0.948
C 3.697 -1.831 0.537
C 3.399 -1.133 -2.253
C -4.166 -1.274 1.061
H -2.513 -2.389 -0.877
H 3.467 -0.394 -3.052
H 3.681 -2.593 1.318
H 2.504 0.848 2.316
N -4.832 -1.370 -0.119
H 2.362 2.040 3.613
C -1.955 -0.682 1.988
C 4.272 2.237 0.773
H 3.996 -0.888 0.990
H -6.627 -2.028 -0.948
N 4.718 -1.333 -1.697
C -0.581 -0.659 1.961
C 5.558 -0.150 -1.601
H -4.331 -1.254 -0.985
C -7.069 2.360 0.029
C 4.689 -2.228 -0.563
C -7.660 2.529 -1.215
C 2.337 -0.696 -1.231
C 2.567 1.907 2.554
C -1.986 -1.875 -0.086
*
```

Calculated values
**Kohn-Sham gap**: 8.92 eV
**SMILES**: CCc1ccc(CN2CCC(Oc3ccc(C(=O)NCc4ccccn4)cc3)CC2)o1
**HOMO level**: -8.211 eV